C5H9NO as an isolated structure in a non-equilibrium geometry. Source: OMol25; level of theory: ωB97M-V/def2-TZVPD.

Calculated values
**Lowest unoccupied orbital energy**: 0.79 eV
**ΔE to the lowest compared entry with this formula, charge and spin**: 441.8 kJ/mol
**E_HOMO**: -8.29 eV
**Spin multiplicity**: 1
**Total energy**: -325.76928 hartree
**Frontier orbital gap**: 9.08 eV

Atoms and positions in Å:
1 O -0.83 2.33 0.02
2 N 0.40 1.10 1.58
3 C 0.82 -0.24 1.25
4 C -0.49 1.30 0.56
5 C -1.19 -0.19 -1.35
6 C -0.69 -0.08 0.10
7 C 1.32 -0.83 -0.16
8 H -2.19 0.26 -1.32
9 H 0.98 1.89 1.87
10 H 0.47 -0.94 2.02
11 H -0.63 0.39 -2.10
12 H 0.69 -1.32 -0.95
13 H 1.85 -0.04 -0.69
14 H -1.21 -0.77 0.73
15 H 1.96 -1.63 0.16
16 H -1.32 -1.21 -1.72